Molecular formula: C69H54ClO5P2S2Tl
Method: DFT, ωB97M-V with the def2-TZVPD basis set

The electronic energy comes out at -5149.76915 Eh. For the molecular weight, the calculation gives 1329.10 g/mol. The value obtained for the HOMO energy is -7.42 eV. As for the energy above the lowest of the compared OMol25 structures with the same formula, charge and spin: 1.9 kcal per mole.

```
134
C69H54ClO5P2S2Tl, DFT ωB97M-V with the def2-TZVPD basis set
H -7.088 -4.647 -1.429
C -1.863 -2.986 -1.698
H 5.909 -1.866 -0.543
C -5.556 -4.715 -3.013
C 4.563 1.665 5.609
H 0.614 -3.138 4.775
C -0.780 2.320 -0.519
H -0.098 3.849 0.812
O 4.072 -0.792 0.761
C -5.637 1.057 -3.041
H 3.005 -1.699 -6.990
H -4.708 4.296 -2.739
O 0.391 1.118 3.023
H 7.764 -2.074 0.979
C 3.913 1.342 6.790
H -4.835 2.683 4.333
H -3.475 1.232 0.546
H 5.642 1.706 5.572
H 2.002 4.247 -0.444
H -0.458 -5.368 4.650
H 1.507 -0.123 -7.902
H -1.232 0.915 -7.068
C 2.075 -2.946 -4.450
H 1.902 -2.989 -7.427
C 1.549 2.784 -1.945
O 6.434 0.029 -1.256
C 0.982 -0.986 -7.489
H -0.865 -4.089 -3.203
C -4.166 -4.232 -2.682
C -3.530 1.127 1.625
C -0.517 6.058 4.025
S 1.504 2.114 3.026
C -2.215 -3.776 2.231
C 7.741 0.065 0.770
C -0.784 -4.571 3.995
C 0.736 3.670 3.474
C -0.901 0.328 -6.221
C -1.797 -4.795 3.076
C -0.126 -1.181 -3.929
H -3.009 -3.966 1.520
C -6.483 -3.961 -2.024
C -0.640 3.688 3.631
H -7.177 -3.302 -2.549
H -6.776 -2.210 0.321
C -4.412 0.456 -2.803
H 6.289 3.597 1.511
H 2.473 2.931 -2.486
H -0.116 -1.333 3.273
C -3.396 2.615 -2.535
C -3.275 1.229 -2.560
H -2.340 4.925 4.038
C 0.112 -0.581 -6.323
C -4.670 -1.783 0.574
C 0.383 -2.061 -2.924
C -3.734 0.842 4.367
C -1.135 -0.176 -3.824
H -1.200 2.766 3.518
H 1.803 -3.505 -2.369
H -1.008 6.998 4.240
C 6.677 2.609 1.304
C 8.332 -1.286 0.480
C 6.805 0.647 -0.084
C -1.617 -2.521 2.290
H 8.323 -1.490 -0.589
P -1.750 0.303 -2.164
C -3.096 -2.699 -1.021
C 8.123 0.775 1.903
C 0.629 1.850 -2.405
H 2.920 -3.606 -4.599
C -3.067 -0.122 3.618
Cl 8.119 2.899 3.578
C -4.628 3.217 -2.760
H 2.572 4.789 3.436
H -6.708 2.913 -3.189
H 5.303 -1.366 -2.156
C 3.822 1.909 4.458
H -2.266 -5.769 3.013
C -4.211 2.077 2.367
H -1.665 2.122 0.069
H 0.381 -1.406 -8.297
H -3.810 0.724 5.441
C 1.498 4.825 3.573
H -5.808 -4.502 -4.053
C 1.453 -2.879 -3.181
H 8.853 0.353 2.582
H -4.871 -1.206 1.466
C -2.951 0.013 2.239
C 0.116 3.282 -0.087
H -6.508 0.443 -3.231
H 4.315 2.119 3.517
P -2.017 -1.140 1.158
C 0.488 -1.315 -5.184
C 5.493 -1.047 -1.133
S -0.296 -2.205 -1.256
H 0.699 1.419 5.694
C -5.749 2.442 -3.016
H 1.444 6.933 3.940
H -5.627 -5.796 -2.885
C 6.282 1.904 0.180
C 1.779 1.498 5.693
H 2.026 0.986 7.755
C -1.821 -3.887 -2.733
C -2.961 -4.540 -3.240
H -2.864 -5.237 -4.062
H -4.335 -0.627 -2.798
H -2.250 1.299 -4.864
H 0.850 1.300 -3.309
C 2.442 1.839 4.522
C -4.217 -3.334 -1.595
H -2.525 3.231 -2.343
O 3.360 0.050 -1.180
C 2.524 1.252 6.832
C -5.545 -3.165 -1.151
H -2.633 -0.978 4.116
O 0.544 -3.234 -0.574
C 1.970 -2.033 -6.905
C 7.594 2.026 2.161
C 4.199 -0.562 -0.471
C -0.549 1.608 -1.702
H 5.562 2.317 -0.516
H -4.667 2.923 1.867
C 1.290 3.510 -0.795
C 0.863 6.024 3.855
C -1.265 4.896 3.913
C -5.779 -2.372 -0.071
C -0.182 -3.321 4.064
H 4.490 1.142 7.683
C 1.570 -2.179 -5.456
H 9.359 -1.339 0.839
C -1.493 0.530 -4.955
C -0.587 -2.307 3.211
C -4.308 1.941 3.747
Tl 1.554 -0.363 0.614
C -3.362 -1.909 0.153
```